[1]
The following is a quantum chemistry calculation of a cluster of 2 separate species, C4H9NO in total in a non-equilibrium geometry, from the OMol25 dataset.

```
15
C4H9NO, DFT ωB97M-V/def2-TZVPD
C 1.86 -0.98 -0.31
C 1.75 0.47 0.04
C 0.59 1.18 -0.15
C -0.64 0.56 0.34
N -1.76 1.37 0.25
O -0.72 -0.55 0.84
H 2.83 -1.45 -0.30
H 1.03 -1.31 -0.92
H 1.47 -0.92 0.79
H 2.68 0.99 0.27
H 0.67 2.25 -0.24
H -1.58 2.31 -0.07
H -2.47 1.29 0.96
H -3.06 -2.62 -1.06
H -2.64 -2.61 -0.45
```

Summary:
energy relative to the best compared isomer or geometry (same formula, charge and spin): 79.5 kcal/mol
SMILES: C/C=C\C(N)=O.[H][H]
HOMO level: -8.6 eV
E_LUMO: 0.68 eV
2S+1: 1
orbital gap: 9.271 eV

---

[2]
The following is a quantum chemistry calculation of a cluster of 2 separate species, C4H9NO in total, from the OMol25 dataset.

```
15
C4H9NO, DFT ωB97M-V/def2-TZVPD
H -0.18 1.63 0.06
N -0.12 0.62 0.08
C -1.24 0.02 0.06
C -2.57 0.69 0.09
H -1.20 -1.07 0.07
H -3.32 0.14 -0.48
H -2.49 1.71 -0.29
H -2.90 0.73 1.14
C 2.51 -0.24 -0.10
C 1.30 -1.11 -0.33
O 0.92 -1.96 0.44
H 2.45 0.69 -0.69
H 3.39 -0.81 -0.43
H 2.61 0.00 0.96
H 0.84 -1.01 -1.34
```

Summary:
energy relative to the best compared isomer or geometry (same formula, charge and spin): 45.1 kcal/mol
SMILES: [H]/N=C\C.CC=O
HOMO level: -9.1 eV
E_LUMO: 0.99 eV
2S+1: 1
orbital gap: 10.061 eV